Density functional theory data (ωB97M-V/def2-TZVPD) for a molecular structure, C39H44Cl5CsF4IN5O2S2 at a distorted geometry.

Geometry as ORCA input:
```
! RIJCOSX wB97M-V def2-TZVPD def2/J DEFGRID3
* xyz -2 1
Cs 0.85 -0.63 0.13
C 3.32 3.42 -0.50
C 3.20 2.71 -1.84
N 3.59 1.33 -1.73
C 3.20 0.59 -2.95
C 4.11 -0.49 -3.49
C 4.82 1.00 -1.04
C 4.78 0.65 0.41
N 3.96 -0.51 0.58
C 4.12 -1.21 1.67
C 3.77 -2.57 1.61
F 3.21 -3.04 0.45
C 4.01 -3.48 2.60
F 3.70 -4.79 2.47
C 4.50 -3.04 3.87
C 4.56 -1.68 4.11
F 4.78 -1.17 5.36
C 4.38 -0.79 3.02
F 4.48 0.55 3.19
H 2.73 4.32 -0.51
H 4.39 3.64 -0.22
H 2.96 2.80 0.34
H 3.71 3.16 -2.69
H 2.08 2.67 -2.01
H 3.11 1.37 -3.77
H 2.19 0.11 -2.78
H 4.31 -1.35 -2.81
H 5.03 -0.09 -3.89
H 3.57 -0.91 -4.35
H 5.50 1.86 -1.18
H 5.33 0.11 -1.52
H 4.35 1.47 0.99
H 5.82 0.49 0.75
H 4.81 -3.76 4.66
Cl -0.45 -4.34 0.90
C 0.19 -4.81 -0.63
C 1.20 -4.03 -1.19
C 1.92 -4.59 -2.24
Cl 3.09 -3.69 -3.07
C 1.66 -5.92 -2.67
Cl 2.82 -6.80 -3.51
C 0.43 -6.49 -2.44
Cl -0.27 -7.57 -3.53
C -0.31 -5.92 -1.36
Cl -1.88 -6.56 -0.94
C -4.61 2.84 -4.37
C -3.15 2.90 -4.77
N -2.37 1.68 -4.53
C -2.35 0.77 -5.65
C -3.42 -0.37 -5.45
C -1.94 1.38 -3.24
S -1.36 -0.13 -2.82
N -2.08 2.30 -2.35
C -1.32 2.52 -1.26
O -0.21 1.95 -1.02
C -1.74 3.63 -0.32
C -0.98 3.83 0.85
C -1.47 4.61 1.88
C -2.59 5.37 1.69
C -3.33 5.24 0.46
C -2.94 4.34 -0.52
H -5.21 3.62 -4.85
H -4.78 3.02 -3.27
H -5.06 1.87 -4.71
H -2.59 3.72 -4.19
H -3.19 3.17 -5.81
H -1.36 0.41 -5.72
H -2.61 1.33 -6.55
H -3.21 -0.85 -4.51
H -3.28 -1.14 -6.22
H -4.44 0.10 -5.51
H -0.03 3.30 0.94
H -0.89 4.52 2.86
H -2.96 6.09 2.48
H -4.14 5.93 0.30
H -3.50 4.07 -1.42
I -1.84 -4.29 4.97
C -0.48 -2.71 5.39
C 0.56 -2.90 6.35
C 1.30 -1.80 6.69
C 1.04 -0.53 6.12
C 0.02 -0.51 5.15
N -0.72 -1.54 4.74
H 0.85 -3.85 6.67
H 2.13 -1.90 7.39
H 1.65 0.33 6.39
H -0.06 0.33 4.42
C -3.37 0.16 4.67
C -3.64 -0.65 3.39
S -2.98 0.29 1.95
O -1.99 -0.60 1.13
C -4.46 0.39 0.87
C -4.80 -0.93 0.15
H -3.26 -0.62 5.48
H -4.18 0.87 4.90
H -2.36 0.67 4.63
H -4.74 -0.72 3.26
H -3.16 -1.61 3.31
H -4.05 1.04 0.10
H -5.35 0.87 1.35
H -3.94 -1.20 -0.51
H -5.75 -0.88 -0.44
H -4.97 -1.74 0.88
*
```

Computed properties:
* energy relative to the best compared isomer or geometry (same formula, charge and spin): 35.2 kcal per mole
* LUMO: 3.2 eV
* E_HOMO: -1.600 eV
* energy: -5751.293823 hartree

Density functional theory data (ωB97M-V/def2-TZVPD) for 8 unconnected molecules or ions with the total composition C39H44ClN5O6 at a distorted geometry.

Geometry as ORCA input:
```
! RIJCOSX wB97M-V def2-TZVPD def2/J DEFGRID3
* xyz 0 1
C 2.84 -0.94 -2.60
C 1.81 0.18 -3.13
N 0.86 0.61 -1.96
C 0.22 1.88 -2.04
C -0.63 1.94 -0.87
N -0.50 0.66 -0.20
C 0.41 -0.08 -0.88
C -1.20 0.38 1.00
H 3.38 -0.41 -1.77
H 3.53 -1.31 -3.27
H 2.19 -1.93 -2.27
H 1.11 -0.10 -3.97
H 2.29 0.97 -3.59
H 0.29 2.58 -2.81
H -1.34 2.77 -0.59
H 0.74 -1.06 -0.74
H -0.51 0.22 1.80
H -1.69 -0.68 0.95
H -1.86 1.15 1.18
Cl -1.96 5.00 1.04
N -2.63 3.51 -4.08
C -3.05 2.56 -4.87
C -4.29 1.94 -4.83
C -5.15 2.31 -3.67
C -4.67 3.20 -2.68
C -3.33 3.72 -2.96
H -2.39 2.15 -5.83
H -4.57 1.08 -5.46
H -6.14 1.76 -3.65
H -4.90 3.41 -1.88
H -3.12 4.53 -2.23
N -0.69 -2.36 -4.41
C -1.54 -1.87 -3.47
C -1.97 -2.75 -2.33
C -1.53 -4.12 -2.24
C -0.62 -4.45 -3.23
C -0.21 -3.53 -4.20
H -1.96 -0.90 -3.50
H -2.93 -2.36 -1.72
H -2.11 -4.85 -1.60
H -0.22 -5.53 -3.04
H 0.46 -3.87 -4.99
N 4.74 -3.28 0.81
C 5.29 -2.65 -0.26
C 6.04 -3.23 -1.38
C 6.01 -4.56 -1.40
C 5.57 -5.37 -0.24
C 4.87 -4.58 0.75
H 5.23 -1.46 -0.29
H 6.60 -2.66 -2.02
H 6.54 -4.93 -2.14
H 5.33 -6.51 -0.22
H 4.68 -5.21 1.70
C 1.11 -3.30 3.15
C 0.59 -2.80 4.50
C -0.84 -2.67 4.60
C -1.58 -2.96 3.47
C -1.10 -3.33 2.17
C 0.27 -3.56 2.05
O 0.75 -3.98 0.86
O -1.38 -2.12 5.69
H 2.14 -3.33 3.05
H 1.30 -2.70 5.10
H -2.57 -2.54 3.48
H -1.91 -3.42 1.31
H 1.63 -4.40 0.80
H -0.97 -1.77 6.48
C -4.42 3.57 5.23
C -3.51 3.67 4.17
C -2.65 2.49 3.97
C -2.72 1.46 4.81
C -3.65 1.39 5.74
C -4.49 2.42 6.01
O -5.42 2.33 7.03
O -1.63 2.70 3.08
H -5.31 4.28 5.25
H -3.44 4.56 3.58
H -1.97 0.76 4.53
H -3.56 0.30 6.33
H -6.07 2.79 6.69
H -1.78 3.41 2.38
C 2.94 2.39 0.38
C 1.74 3.47 0.22
C 1.78 4.32 -0.92
C 2.91 4.08 -1.79
C 3.82 3.08 -1.74
C 3.94 2.28 -0.61
O 5.15 1.60 -0.51
O 0.89 5.29 -1.00
H 2.92 1.91 1.29
H 0.97 3.54 0.99
H 2.99 4.71 -2.68
H 4.41 2.97 -2.57
H 5.34 0.91 0.11
H 0.05 5.19 -0.39
*
```

Computed properties:
* energy relative to the best compared isomer or geometry (same formula, charge and spin): 31.9 kcal per mole
* LUMO: -0.2 eV
* E_HOMO: -7.398 eV
* energy: -2697.470943 hartree

Density functional theory data (ωB97M-V/def2-TZVPD) for a molecular structure, C39H44CoN9O4S2.

Geometry as ORCA input:
```
! RIJCOSX wB97M-V def2-TZVPD def2/J DEFGRID3
* xyz -1 2
Co 0.21 1.09 1.69
C 3.73 2.22 3.64
C 2.37 1.79 3.22
N 1.86 2.02 2.05
N 2.50 2.76 1.13
C 1.59 3.42 0.38
O 0.38 3.53 0.64
C 2.15 4.11 -0.83
C 3.49 3.98 -1.20
C 3.96 4.61 -2.34
C 3.11 5.38 -3.11
C 1.77 5.52 -2.75
C 1.30 4.89 -1.61
C 1.40 1.20 4.14
C 1.67 0.89 5.47
C 0.63 0.44 6.27
C -0.65 0.33 5.74
C -0.84 0.65 4.41
N 0.16 1.05 3.63
H 4.18 2.79 2.83
H 4.36 1.36 3.86
H 3.69 2.85 4.53
H 4.13 3.36 -0.59
H 5.00 4.50 -2.62
H 3.48 5.87 -4.01
H 1.11 6.12 -3.35
H 0.27 4.98 -1.30
H 2.67 1.00 5.85
H 0.82 0.19 7.31
H -1.48 0.02 6.35
H -1.81 0.59 3.93
C 5.45 -9.47 -5.00
O 4.56 -9.55 -3.91
C 4.08 -8.38 -3.40
C 3.26 -8.49 -2.28
C 2.75 -7.35 -1.68
C 3.03 -6.09 -2.19
C 3.84 -5.99 -3.32
C 4.36 -7.12 -3.92
N 2.52 -4.97 -1.47
N 2.57 -3.90 -2.11
C 2.13 -2.73 -1.49
C 1.87 -1.69 -2.37
C 1.35 -0.47 -1.98
C 1.09 -0.20 -0.63
O 0.58 0.89 -0.23
C 1.45 -1.25 0.33
N 1.25 -0.93 1.62
C 1.53 -1.81 2.55
C 2.05 -3.08 2.25
C 2.26 -3.43 0.94
C 1.95 -2.51 -0.09
H 5.77 -10.48 -5.21
H 6.33 -8.86 -4.74
H 4.97 -9.04 -5.88
H 3.05 -9.47 -1.89
H 2.12 -7.42 -0.81
H 4.05 -5.00 -3.72
H 4.99 -7.01 -4.80
H 2.07 -1.88 -3.42
H 1.13 0.30 -2.70
H 1.35 -1.52 3.58
H 2.28 -3.77 3.05
H 2.65 -4.40 0.69
C -7.05 0.90 -0.17
C -7.42 0.99 1.31
C -6.44 1.81 2.14
C -5.02 1.23 2.18
N -4.18 1.73 1.10
C -3.21 2.65 1.31
S -2.99 3.49 2.75
N -2.41 2.94 0.25
C -2.37 2.18 -0.99
C -3.51 2.51 -1.96
C -3.30 3.81 -2.74
C -3.46 5.07 -1.90
H -7.80 0.34 -0.73
H -6.09 0.39 -0.31
H -6.97 1.89 -0.61
H -7.47 -0.03 1.73
H -8.42 1.42 1.41
H -6.82 1.89 3.16
H -6.38 2.83 1.74
H -5.05 0.15 2.08
H -4.55 1.49 3.13
H -3.96 1.03 0.41
H -1.53 3.36 0.53
H -2.36 1.10 -0.77
H -1.41 2.40 -1.45
H -4.45 2.56 -1.41
H -3.59 1.68 -2.66
H -4.03 3.84 -3.56
H -2.31 3.79 -3.20
H -4.47 5.14 -1.49
H -3.27 5.97 -2.50
H -2.76 5.08 -1.06
O -3.39 -1.22 0.64
S -1.98 -1.10 1.07
N -1.49 0.24 1.41
*
```

Computed properties:
* ⟨S²⟩: 0.757
* energy relative to the best compared isomer or geometry (same formula, charge and spin): 0.0 kcal per mole
* LUMO (alpha / beta): 2.0 / 2.0 eV
* E_HOMO (alpha / beta): -4.744 / -4.726 eV
* energy: -4485.564770 hartree

Number 1 is which compound? C39H44Cl5CsF4IN5O2S2